{"formula": "C2H16O5", "method": "the ωB97M-V functional and the def2-TZVPD basis", "relative_energy_kj_mol": 217.8, "orbital_gap_ev": 11.42, "total_energy_ha": -461.9078, "smiles": "CC.O.O.O.O.O", "molar_mass_g_mol": 120.14, "max_force_ev_per_a": 5.43, "elements": ["C", "C", "H", "H", "H", "H", "H", "H", "O", "H", "H", "O", "H", "H", "O", "H", "H", "O", "H", "H", "O", "H", "H"], "coordinates": [[3.17, 0.22, -2.90], [1.95, 0.99, -2.48], [3.37, 0.60, -3.82], [3.18, -0.88, -2.67], [4.08, 0.37, -2.34], [1.04, 0.63, -2.99], [1.78, 0.66, -1.47], [2.03, 2.08, -2.21], [2.26, -1.85, 6.68], [1.63, -1.69, 6.07], [2.81, -2.39, 6.24], [-1.48, 1.04, 4.92], [-1.93, 0.54, 4.19], [-2.03, 1.77, 5.18], [-5.13, 0.47, -5.01], [-5.04, 0.73, -4.07], [-4.59, 1.08, -5.40], [-1.07, 0.26, 2.09], [-0.32, -0.04, 2.55], [-0.69, 0.85, 1.39], [-1.96, -1.87, -1.16], [-1.56, -2.47, -1.76], [-1.49, -1.10, -1.04]], "lowdin_charge": [-0.1855, -0.1864, 0.0272, 0.0941, 0.0594, 0.0709, 0.0330, 0.0893, 0.0494, -0.0223, -0.0276, -0.0740, 0.0353, 0.0145, -0.0326, 0.0580, -0.0255, -0.0520, 0.0118, 0.0686, -0.0078, 0.0264, -0.0241]}